ORCA calculation (ωB97M-V/def2-TZVPD) on 6 unconnected molecules or ions with the total composition C28H50O11PS5 in a non-equilibrium geometry.

Last columns: bonded neighbours and bond lengths (Å).
Geometry (Å):
1 O 5.21430 -0.79460 0.12883  C2 1.195
2 C 5.12991 0.38433 -0.04815  O1 1.195, C3 1.545, C5 1.473
3 C 6.40725 1.25244 -0.09244  C2 1.545, P4 1.805, H11 1.086, H12 1.088
4 P 7.13017 1.21493 -1.74584  C3 1.805, H13 1.395, H14 1.395, H15 1.396
5 C 3.85129 1.09251 -0.22781  C2 1.473, C6 1.396, C10 1.399
6 C 2.90248 0.58419 -1.11599  C5 1.396, C7 1.389, H16 1.079
7 C 1.71050 1.28182 -1.26239  C6 1.389, C8 1.388, H17 1.078
8 C 1.46505 2.45840 -0.56802  C7 1.388, C9 1.395, H18 1.073
9 C 2.41825 2.96706 0.31488  C8 1.395, C10 1.385, H19 1.078
10 C 3.60688 2.27507 0.47824  C5 1.399, C9 1.385, H20 1.082
11 H 6.19715 2.29875 0.10632  C3 1.086
12 H 7.12690 0.92073 0.65302  C3 1.088
13 H 7.16237 2.50054 -2.28664  P4 1.395
14 H 8.45296 0.78011 -1.65934  P4 1.395
15 H 6.39227 0.42455 -2.62942  P4 1.396
16 H 3.07093 -0.32254 -1.67512  C6 1.079
17 H 0.95974 0.88101 -1.92377  C7 1.078
18 H 0.54867 3.00572 -0.67681  C8 1.073
19 H 2.25563 3.88522 0.85510  C9 1.078
20 H 4.36833 2.65389 1.14731  C10 1.082
21 C 1.10741 -4.34961 0.49025  C22 1.533, C27 1.526, H28 1.088, H29 1.092
22 C 1.90017 -3.48596 1.47776  C21 1.533, C23 1.533, H30 1.092, H31 1.087
23 C 1.79879 -2.03319 0.99926  C22 1.533, S24 1.799, H32 1.088, H33 1.088
24 S 0.23569 -1.90456 0.11755  C23 1.799, O25 1.446, O26 1.442, C27 1.788
25 O 0.50383 -1.62454 -1.27596  S24 1.446
26 O -0.67838 -1.08607 0.87560  S24 1.442
27 C -0.21991 -3.62618 0.27960  C21 1.526, S24 1.788, H34 1.088, H35 1.090
28 H 0.95281 -5.35824 0.86894  C21 1.088
29 H 1.64914 -4.42440 -0.45546  C21 1.092
30 H 1.46158 -3.57663 2.47406  C22 1.092
31 H 2.93849 -3.80136 1.54396  C22 1.087
32 H 1.79166 -1.32500 1.82476  C23 1.088
33 H 2.59711 -1.78398 0.30353  C23 1.088
34 H -0.75582 -3.94163 -0.61284  C27 1.088
35 H -0.86239 -3.71418 1.15539  C27 1.090
36 C 7.97621 -4.06373 -0.77220  C37 1.535, C42 1.527, H43 1.090, H44 1.092
37 C 8.01770 -5.56371 -1.09375  C36 1.535, C38 1.534, H45 1.091, H46 1.088
38 C 6.61273 -6.12533 -0.83957  C37 1.534, S39 1.797, H47 1.087, H48 1.088
39 S 5.47101 -4.76503 -1.11230  C38 1.797, O40 1.441, O41 1.439, C42 1.790
40 O 4.83140 -4.43634 0.13681  S39 1.441
41 O 4.70321 -5.00332 -2.30548  S39 1.439
42 C 6.71880 -3.52728 -1.45189  C36 1.527, S39 1.790, H49 1.088, H50 1.091
43 H 8.87131 -3.55073 -1.12338  C36 1.090
44 H 7.90547 -3.91818 0.30800  C36 1.092
45 H 8.28718 -5.70402 -2.14211  C37 1.091
46 H 8.76060 -6.08512 -0.49319  C37 1.088
47 H 6.36146 -6.93337 -1.52130  C38 1.087
48 H 6.48942 -6.45617 0.18970  C38 1.088
49 H 6.38589 -2.56731 -1.06199  C42 1.088
50 H 6.84504 -3.47582 -2.53394  C42 1.091
51 C -0.48394 1.38056 -5.57268  C52 1.534, C57 1.526, H58 1.089, H59 1.093
52 C -1.95453 1.81106 -5.65469  C51 1.534, C53 1.534, H60 1.091, H61 1.088
53 C -2.22717 2.73991 -4.46437  C52 1.534, S54 1.797, H62 1.087, H63 1.088
54 S -0.65976 3.52698 -4.07511  C53 1.797, O55 1.446, O56 1.438, C57 1.790
55 O -0.23392 3.08932 -2.76395  S54 1.446
56 O -0.71593 4.92545 -4.40485  S54 1.438
57 C 0.30898 2.65650 -5.30280  C51 1.526, S54 1.790, H64 1.088, H65 1.089
58 H -0.15273 0.89249 -6.48782  C51 1.089
59 H -0.35038 0.67624 -4.74788  C51 1.093
60 H -2.12564 2.34887 -6.58887  C52 1.091
61 H -2.62623 0.95479 -5.64294  C52 1.088
62 H -2.95494 3.51233 -4.69820  C53 1.087
63 H -2.54591 2.18552 -3.58354  C53 1.088
64 H 1.30864 2.47681 -4.91304  C57 1.088
65 H 0.35906 3.28980 -6.18787  C57 1.089
66 C -4.44893 0.59751 1.92078  C67 1.535, C72 1.523, H73 1.088, H74 1.092
67 C -3.92307 -0.07265 0.64436  C66 1.535, C68 1.533, H75 1.093, H76 1.088
68 C -4.60527 -1.44078 0.52973  C67 1.533, S69 1.798, H77 1.087, H78 1.089
69 S -6.19177 -1.28102 1.36119  C68 1.798, O70 1.441, O71 1.442, C72 1.789
70 O -6.19307 -2.13694 2.52059  S69 1.441
71 O -7.25487 -1.34096 0.38941  S69 1.442
72 C -5.96067 0.41102 1.89453  C66 1.523, S69 1.789, H79 1.088, H80 1.090
73 H -4.18122 1.65145 1.96926  C66 1.088
74 H -4.02953 0.10290 2.79935  C66 1.092
75 H -4.18264 0.54163 -0.22172  C67 1.093
76 H -2.84076 -0.17840 0.66005  C67 1.088
77 H -4.77980 -1.73279 -0.50289  C68 1.087
78 H -4.04042 -2.21701 1.04312  C68 1.089
79 H -6.42986 0.55152 2.86554  C72 1.088
80 H -6.42658 1.05816 1.15156  C72 1.090
81 C -8.14033 4.98027 5.28099  C82 1.535, C87 1.526, H88 1.089, H89 1.092
82 C -8.90554 3.65422 5.17128  C81 1.535, C83 1.534, H90 1.092, H91 1.089
83 C -8.09014 2.72816 4.25953  C82 1.534, S84 1.799, H92 1.087, H93 1.088
84 S -6.37388 3.23496 4.44123  C83 1.799, O85 1.443, O86 1.441, C87 1.789
85 O -5.91155 3.75923 3.17893  S84 1.443
86 O -5.63838 2.20738 5.13363  S84 1.441
87 C -6.68709 4.60247 5.55108  C81 1.526, S84 1.789, H94 1.087, H95 1.090
88 H -8.53938 5.61386 6.07125  C81 1.089
89 H -8.21330 5.52910 4.33971  C81 1.092
90 H -9.00060 3.20559 6.16178  C82 1.092
91 H -9.91115 3.79939 4.78054  C82 1.089
92 H -8.17942 1.68308 4.54604  C83 1.087
93 H -8.36104 2.85034 3.21240  C83 1.088
94 H -5.98034 5.40281 5.34525  C87 1.087
95 H -6.55367 4.23572 6.56832  C87 1.090

* net charge: +1
* frontier orbital gap: 0.27295 hartree
* highest occupied orbital energy: -11.03 eV

***

ORCA calculation (ωB97M-V/def2-TZVPD) on a single C5H8O molecule.

Last columns: bonded neighbours and bond lengths (Å).
Geometry (Å):
1 C -2.01484 2.05910 0.08874  C2 1.393, H7 1.084, H9 1.088
2 C -0.98953 1.11901 0.16344  C1 1.393, C3 1.283, H8 1.167
3 C -0.01530 0.42434 -0.29911  C2 1.283, C4 1.460
4 C 0.65697 -0.85957 -0.47719  C3 1.460, C5 1.528, O6 1.428, H10 1.106
5 C 2.01867 -0.82704 0.21478  C4 1.528, H11 1.094, H12 1.093, H13 1.093
6 O -0.00625 -2.04035 -0.02353  C4 1.428, H14 0.965
7 H -2.37216 2.56022 0.98111  C1 1.084
8 H -1.70814 0.74002 1.00059  C2 1.167
9 H -2.54167 2.23861 -0.84630  C1 1.088
10 H 0.82898 -0.92826 -1.56773  C4 1.106
11 H 1.87952 -0.67611 1.28938  C5 1.094
12 H 2.54888 -1.76976 0.05785  C5 1.093
13 H 2.60962 0.00195 -0.18166  C5 1.093
14 H -0.89475 -2.04215 -0.40037  O6 0.965

* net charge: 0
* frontier orbital gap (spin up / spin down): 0.27261 / 0.28079 hartree
* highest occupied orbital energy (spin up / spin down): -7.61 / -7.79 eV
* energy relative to the best compared isomer or geometry (same formula, charge and spin): 539.3 kJ/mol

***

ORCA calculation (ωB97M-V/def2-TZVPD) on 13 unconnected molecules or ions with the total composition C5H38N3O12 in a non-equilibrium geometry.

Last columns: bonded neighbours and bond lengths (Å).
Geometry (Å):
1 C 1.05773 0.80125 4.05999  C2 1.568, H9 1.111, H10 1.157, H11 1.127
2 C 0.58999 0.57307 2.58069  C1 1.568, C3 1.500, N8 1.497, H12 1.147
3 C -0.74613 1.17047 2.25086  C2 1.500, C4 1.568, H13 1.220, H14 1.145
4 C -0.80878 1.47386 0.71339  C3 1.568, N7 1.445, H15 1.121, H16 1.053
5 N -2.07458 -1.22991 -1.42251  C6 1.390, H17 0.966, H18 1.029
6 C -1.73215 0.00344 -0.88029  N5 1.390, N7 1.284, H19 1.055
7 N -0.79900 0.23430 -0.02850  C4 1.445, C6 1.284, H20 0.996
8 N 0.63060 -0.89540 2.29113  C2 1.497, H21 1.061, H22 1.093
9 H 1.01287 1.88642 4.29349  C1 1.111
10 H 0.39521 0.13576 4.73590  C1 1.157
11 H 2.15069 0.52848 4.05068  C1 1.127
12 H 1.36019 0.89241 1.79258  C2 1.147
13 H -0.81861 2.29673 2.71516  C3 1.220
14 H -1.53906 0.43450 2.62479  C3 1.145
15 H -1.66044 2.17945 0.53025  C4 1.121
16 H 0.07010 1.99598 0.46293  C4 1.053
17 H -1.39517 -1.90765 -1.53349  N5 0.966
18 H -2.79129 -1.21953 -2.16067  N5 1.029
19 H -2.44853 0.74473 -1.10275  C6 1.055
20 H -0.09533 -0.39299 0.29422  N7 0.996
21 H 1.53240 -1.45355 2.27183  N8 1.061
22 H -0.05396 -1.26716 3.05853  N8 1.093
23 H -0.78708 0.27321 -3.83911  O25 1.045
24 H 0.60293 0.03343 -3.07105  O25 0.921
25 O 0.06749 -0.31838 -3.73326  H23 1.045, H24 0.921
26 H -2.75688 1.62224 -2.96460  O28 0.972
27 H -2.62178 0.86965 -4.24810  O28 0.946
28 O -2.41791 0.78699 -3.32758  H26 0.972, H27 0.946
29 H 2.94869 3.33389 -3.32437  O31 0.877
30 H 2.75320 2.06521 -2.41766  O31 0.977
31 O 2.40982 2.68178 -3.09322  H29 0.877, H30 0.977
32 H 1.09811 -2.21160 -3.14720  O34 0.914
33 H 2.28179 -2.20473 -4.00146  O34 0.879
34 O 1.96078 -2.50021 -3.23783  H32 0.914, H33 0.879
35 H -1.08580 -3.33471 4.52022  O37 0.947
36 H -1.59825 -2.04563 4.28342  O37 0.970
37 O -1.03859 -2.48779 4.94051  H35 0.947, H36 0.970
38 H -1.09436 -3.04055 1.11983  O40 0.985
39 H -0.72054 -4.56445 1.59968  O40 1.042
40 O -1.26830 -3.70726 1.82338  H38 0.985, H39 1.042
41 H 1.08366 3.64667 -1.86949  O43 1.040
42 H 0.63380 2.21084 -1.49185  O43 0.958
43 O 0.31703 3.11115 -1.41432  H41 1.040, H42 0.958
44 H -1.43158 3.06526 -1.67424  O46 1.031
45 H -2.77163 3.91606 -2.01773  O46 0.892
46 O -2.43972 3.23768 -1.54307  H44 1.031, H45 0.892
47 H -4.67461 -2.39363 1.84684  O49 0.943
48 H -3.65396 -1.60271 1.09195  O49 0.939
49 O -4.35212 -1.51762 1.71392  H47 0.943, H48 0.939
50 H 3.51278 0.07217 -1.05440  O52 1.031
51 H 3.21014 0.25075 -2.33594  O52 0.871
52 O 2.94315 0.70147 -1.63981  H50 1.031, H51 0.871
53 H 4.95746 -0.71910 -0.02330  O55 0.926
54 H 5.03089 0.54006 0.75731  O55 0.932
55 O 4.44591 -0.12621 0.47079  H53 0.926, H54 0.932
56 H 1.37904 -1.63185 -0.21506  O58 0.970
57 H 0.71539 -2.91403 0.21433  O58 0.994
58 O 0.52431 -2.08270 -0.29575  H56 0.970, H57 0.994

* net charge: +1
* frontier orbital gap: 0.34604 hartree
* highest occupied orbital energy: -12.12 eV
* energy relative to the best compared isomer or geometry (same formula, charge and spin): 555.4 kJ/mol